Run a
The following is a quantum chemistry calculation of the ion C4H9N2O with charge +1, from the Open Molecules 2025 dataset.

Charge: +1
Gap between HOMO and LUMO (eV): 10.12
Spin multiplicity: 1
Structure (SMILES): CC(C)=N[N+](C)=O
LUMO energy (eV): -5.2

```
16
C4H9N2O | the Open Molecules 2025 dataset | ωB97M-V/def2-TZVPD
C -0.815 0.338 0.077
C -1.104 0.370 -1.327
C -1.754 -0.086 1.126
C 2.193 -0.824 -0.049
N 0.330 0.753 0.518
N 1.540 0.847 0.269
O 2.320 1.671 0.469
H -1.376 1.344 -1.722
H -1.930 -0.271 -1.652
H -0.107 0.138 -1.746
H -1.939 -1.214 0.838
H -2.801 0.265 1.155
H -1.406 -0.254 2.082
H 1.282 -1.275 -0.145
H 2.609 -1.109 0.900
H 2.958 -0.692 -0.792
```

Run b
The following is a quantum chemistry calculation of a cluster of 2 separate species, C4H9N2O in total, from the Open Molecules 2025 dataset.

Charge: +1
Gap between HOMO and LUMO (eV): 10.51
Spin multiplicity: 1
LUMO energy (eV): -3.5

```
16
C4H9N2O | the Open Molecules 2025 dataset | ωB97M-V/def2-TZVPD
C 0.084 -1.454 -4.536
C -0.210 0.730 1.127
C 0.285 0.035 0.032
C 0.273 0.310 2.389
N -0.533 -1.623 -3.510
N 0.077 0.210 -1.455
O 0.859 -1.105 -5.266
H -0.666 1.772 1.012
H 0.937 -0.936 0.108
H 0.696 1.134 3.024
H 0.865 -0.570 2.390
H -0.627 -0.017 3.057
H -1.387 -2.127 -3.517
H 0.722 0.956 -1.936
H -0.870 0.472 -1.664
H 0.199 -0.658 -2.050
```

Run c
The following is a quantum chemistry calculation of a cluster of 2 separate species, C4H9N2O in total, from the Open Molecules 2025 dataset.

Charge: +1
Gap between HOMO and LUMO (eV): 9.74
Spin multiplicity: 1
LUMO energy (eV): -4.7

```
16
C4H9N2O | the Open Molecules 2025 dataset | ωB97M-V/def2-TZVPD
C -2.428 -0.018 -0.388
N -2.620 0.211 -1.693
O -1.449 -0.676 0.034
H -3.220 0.387 0.279
H -1.807 0.032 -2.295
H -3.409 0.835 -2.006
C 1.810 0.569 0.738
C 1.019 1.637 1.003
C 1.955 -1.762 0.201
N 1.185 -0.728 0.352
H 2.876 0.553 0.919
H -0.048 1.552 1.011
H 1.494 2.609 1.193
H 1.477 -2.723 0.032
H 3.031 -1.669 0.247
H 0.135 -0.809 0.372
```

Run d
The following is a quantum chemistry calculation of a cluster of 2 separate species, C4H9N2O in total, from the Open Molecules 2025 dataset.

Charge: +1
Gap between HOMO and LUMO (eV): 10.61
Spin multiplicity: 1
LUMO energy (eV): -3.4

```
16
C4H9N2O | the Open Molecules 2025 dataset | ωB97M-V/def2-TZVPD
C -1.079 -1.190 -1.743
C -0.906 -0.125 -0.720
C -1.866 0.219 0.200
N -1.229 0.673 1.318
C 0.088 0.543 1.158
N 0.280 0.202 -0.112
H -1.506 -0.879 -2.697
H -0.128 -1.650 -1.975
H -1.657 -2.061 -1.453
H -2.904 0.168 -0.047
H -1.798 0.918 2.121
H 0.721 1.228 1.704
H 1.199 0.146 -0.538
H 4.117 0.085 0.610
H 3.409 1.300 1.270
O 3.260 0.422 0.905
```

On energetic grounds, run d is preferred over the next structure by 0.921 eV.

Run a
The following is a quantum chemistry calculation of the ion C4H9N2O with charge +1, from the Open Molecules 2025 dataset.

Charge: +1
Gap between HOMO and LUMO (eV): 11.63
Spin multiplicity: 1
Structure (SMILES): CC(=[NH2+])/N=C\CO
LUMO energy (eV): -3.3

```
16
C4H9N2O | the Open Molecules 2025 dataset | ωB97M-V/def2-TZVPD
C -1.040 -1.391 0.047
C -1.889 -0.345 -0.547
C 0.878 -0.033 0.408
C 1.927 0.164 -0.602
N 0.148 -1.161 0.431
N 0.807 0.769 1.430
O -1.127 0.835 -0.541
H -1.565 -2.287 0.168
H -2.200 -0.694 -1.484
H -2.787 -0.245 0.127
H 2.149 -0.695 -1.275
H 2.836 0.135 0.177
H 1.866 1.097 -1.200
H 1.522 1.599 1.415
H 0.201 0.656 2.173
H -1.726 1.594 -0.727
```

Run b
The following is a quantum chemistry calculation of the ion C4H9N2O with charge +1, from the Open Molecules 2025 dataset.

Charge: +1
Gap between HOMO and LUMO (eV): 9.71
Spin multiplicity: 1
Structure (SMILES): C=COCNC=[NH2+]
LUMO energy (eV): -4.0

```
16
C4H9N2O | the Open Molecules 2025 dataset | ωB97M-V/def2-TZVPD
C -1.366 0.582 -0.970
C 0.368 -1.170 -0.927
C 0.521 -1.211 1.483
C 1.593 -0.522 1.644
N -0.073 0.230 -0.795
N -1.865 1.771 -0.575
O -0.088 -1.713 0.280
H -0.197 -1.511 -1.805
H 1.491 -1.153 -1.107
H -0.068 -1.362 2.376
H 1.923 -0.435 2.673
H -2.056 -0.066 -1.441
H 2.386 -0.357 0.860
H 0.538 0.793 -0.253
H -2.845 2.011 -0.862
H -1.245 2.513 -0.211
```

On energetic grounds, run a is preferred over the next structure by 0.443 eV.